Entry 1:
ORCA calculation (ωB97M-V/def2-TZVPD) on an isolated molecule of C3H8P2 at a distorted geometry.

Calculated values
- M (Da) = 106.045
- relative energy (zero: lowest compared OMol25 entry of this formula, charge and spin) (kcal per mole) = 17.5
- 2S+1 = 3
- HOMO energy (spin up / spin down) (Ha) = -0.242 / -0.344
- largest force on an atom (eV Å⁻¹) = 4.234
- Kohn-Sham gap (spin up / spin down) (eV) = 7.8 / 7.3

Each line ends with the Mulliken spin population.
Positions of all 13 atoms, in Å:
C (-1.907, 0.150, -0.668)  0.716
C (2.095, 0.120, 0.539)  0.005
C (0.641, -0.094, 0.925)  0.004
P (-0.244, 0.825, -0.550)  1.005
P (-2.951, 0.137, -2.014)  0.138
H (-2.266, -0.536, 0.046)  0.010
H (2.025, 1.199, 0.284)  0.006
H (2.875, -0.041, 1.331)  0.001
H (2.393, -0.607, -0.234)  -0.008
H (0.393, 0.431, 1.913)  0.028
H (0.265, -1.023, 0.962)  -0.003
H (-4.023, 0.943, -1.581)  0.093
H (-2.418, 1.286, -2.579)  0.006



Entry 2:
ORCA calculation (ωB97M-V/def2-TZVPD) on a structure of composition C21H69MnO21 at a distorted geometry.

Calculated values
- M (Da) = 712.700
- 2S+1 = 6
- HOMO energy (spin up / spin down) (Ha) = -0.212 / -0.262
- largest force on an atom (eV Å⁻¹) = 3.584
- charge = -1
- Kohn-Sham gap (spin up / spin down) (eV) = 7.5 / 8.9

Each line ends with the Mulliken spin population.
Positions of all 112 atoms, in Å:
Mn (-1.216, 1.266, -2.781)  4.910
C (-4.458, -0.781, -4.150)  0.001
C (-3.331, 0.113, -3.764)  -0.039
O (-2.213, 0.108, -4.303)  0.025
O (-3.444, 0.811, -2.696)  0.022
H (-5.484, -0.413, -4.143)  0.001
H (-4.390, -1.484, -3.320)  0.001
H (-4.277, -1.126, -5.168)  0.001
C (0.226, -0.290, 0.786)  0.004
C (-0.251, 0.307, -0.552)  -0.061
O (-0.458, 1.547, -0.769)  0.024
O (-0.722, -0.436, -1.446)  0.043
H (0.523, -1.339, 0.794)  0.001
H (-0.634, -0.145, 1.439)  0.002
H (1.009, 0.317, 1.241)  0.000
C (0.891, 4.201, -4.887)  0.000
C (0.086, 3.089, -4.208)  -0.005
O (0.490, 1.928, -3.913)  0.037
O (-1.076, 3.258, -3.734)  0.028
H (1.199, 4.889, -4.100)  0.002
H (0.220, 4.734, -5.561)  0.001
H (1.758, 3.746, -5.366)  0.000
C (4.037, 3.713, 2.263)  0.000
O (4.025, 4.537, 1.083)  0.000
H (5.016, 3.623, 2.732)  0.000
H (3.508, 4.149, 3.110)  0.000
H (3.578, 2.747, 2.052)  0.000
H (4.669, 5.241, 1.193)  0.000
C (-0.201, -4.292, -1.500)  0.000
O (-0.502, -3.432, -2.591)  0.000
H (-0.118, -5.339, -1.790)  0.000
H (0.757, -3.914, -1.143)  0.000
H (-0.946, -4.176, -0.713)  0.000
H (-0.358, -2.537, -2.274)  0.000
C (-4.347, 0.098, 2.862)  0.000
O (-4.697, -1.005, 3.604)  0.000
H (-5.146, 0.299, 2.149)  0.000
H (-4.219, 1.006, 3.450)  0.000
H (-3.402, -0.093, 2.353)  0.000
H (-3.962, -1.077, 4.218)  0.000
C (4.011, -0.176, -0.186)  0.000
O (5.015, 0.039, -1.244)  0.000
H (3.889, 0.758, 0.362)  0.000
H (2.997, -0.533, -0.368)  0.000
H (4.566, -0.774, 0.537)  0.000
H (4.539, 0.462, -1.962)  0.000
C (-2.409, -3.560, -5.766)  0.000
O (-2.349, -4.305, -4.505)  0.000
H (-2.028, -2.538, -5.752)  0.000
H (-1.903, -4.109, -6.560)  0.000
H (-3.440, -3.463, -6.105)  0.000
H (-1.695, -3.987, -3.878)  0.000
C (3.811, 2.976, -2.286)  0.000
O (3.478, 1.741, -2.802)  -0.001
H (3.424, 2.978, -1.267)  0.000
H (4.887, 3.091, -2.418)  0.000
H (3.155, 3.619, -2.873)  0.000
H (2.527, 1.682, -2.919)  0.000
C (0.288, 4.512, 1.545)  0.000
O (0.926, 5.539, 2.329)  0.000
H (0.880, 4.398, 0.637)  -0.001
H (0.111, 3.557, 2.039)  0.000
H (-0.721, 4.786, 1.236)  0.000
H (1.260, 6.247, 1.774)  0.000
C (0.280, -6.949, 1.916)  0.000
O (0.893, -7.200, 3.188)  0.000
H (0.389, -7.828, 1.281)  0.000
H (-0.767, -6.682, 2.060)  0.000
H (0.791, -6.117, 1.431)  0.000
H (0.423, -8.019, 3.359)  0.000
C (3.135, -2.268, 3.482)  0.000
O (3.769, -3.155, 4.342)  0.000
H (2.547, -2.761, 2.707)  0.000
H (2.534, -1.625, 4.125)  0.000
H (3.853, -1.630, 2.968)  0.000
H (3.897, -3.991, 3.888)  0.000
C (-3.016, -3.110, 5.749)  0.000
O (-3.162, -1.685, 6.006)  0.000
H (-3.946, -3.653, 5.578)  0.000
H (-2.418, -3.208, 4.843)  0.000
H (-2.467, -3.570, 6.570)  0.000
H (-2.354, -1.319, 6.374)  0.000
C (0.715, -4.619, 5.641)  0.000
O (1.621, -3.619, 5.979)  0.000
H (1.390, -5.475, 5.631)  0.000
H (-0.132, -4.833, 6.293)  0.000
H (0.261, -4.449, 4.665)  0.000
H (2.153, -3.395, 5.212)  0.000
C (-0.483, 0.511, 4.244)  0.000
O (0.246, 0.819, 5.483)  0.000
H (-0.244, -0.519, 3.980)  0.000
H (-1.531, 0.475, 4.544)  0.000
H (-0.269, 1.386, 3.630)  0.000
H (0.068, 0.083, 6.074)  0.000
C (-3.439, 3.202, 0.013)  0.001
O (-4.055, 1.953, 0.002)  0.000
H (-2.360, 3.079, -0.084)  0.006
H (-3.715, 3.944, -0.736)  0.000
H (-3.508, 3.719, 0.970)  0.000
H (-4.053, 1.567, -0.877)  0.000
C (2.511, -0.770, -5.201)  0.000
O (3.881, -0.365, -5.106)  0.000
H (1.831, 0.004, -5.557)  -0.001
H (2.394, -1.396, -6.085)  0.000
H (2.003, -1.264, -4.373)  -0.002
H (3.920, 0.591, -5.187)  0.000
C (-2.069, 6.378, -3.426)  0.001
O (-1.145, 6.544, -2.343)  0.000
H (-2.530, 5.416, -3.202)  -0.001
H (-2.841, 7.146, -3.384)  0.000
H (-1.620, 6.197, -4.402)  0.000
H (-0.738, 5.676, -2.293)  -0.001



Entry 3:
ORCA calculation (ωB97M-V/def2-TZVPD) on a structure of composition C35H52OsP3SbSe at a distorted geometry.

Calculated values
- M (Da) = 956.673
- relative energy (zero: lowest compared OMol25 entry of this formula, charge and spin) (kcal per mole) = 24.1
- 2S+1 = 5
- HOMO energy (spin up / spin down) (Ha) = -0.659 / -0.683
- largest force on an atom (eV Å⁻¹) = 3.546
- charge = +4
- Kohn-Sham gap (spin up / spin down) (eV) = 6.6 / 3.6

Each line ends with the Mulliken spin population.
Positions of all 93 atoms, in Å:
Os (-0.937, 0.510, 0.682)  1.064
P (-0.559, 2.597, 1.421)  0.126
P (-0.902, -0.738, 2.542)  0.015
P (-3.187, 0.717, 0.606)  0.015
H (-0.978, 2.668, -5.244)  0.001
C (-1.637, 3.173, -4.489)  0.012
C (-1.617, 3.213, -3.132)  -0.032
H (-1.039, 2.531, -2.519)  0.101
C (1.176, 3.201, 1.411)  0.014
C (-0.933, 2.776, 3.203)  0.033
C (-1.476, 3.953, 0.621)  0.084
C (-1.101, -2.562, 2.401)  0.064
C (0.675, -0.664, 3.486)  0.034
C (-2.184, -0.404, 3.825)  0.020
C (-3.849, 1.580, -0.858)  0.125
C (-4.052, 1.649, 1.946)  0.020
C (-4.193, -0.826, 0.629)  0.027
H (-2.404, 3.777, -4.973)  0.000
H (-2.212, 4.013, -2.651)  -0.003
H (1.522, 3.324, 0.377)  0.002
H (1.837, 2.470, 1.896)  0.006
H (1.291, 4.169, 1.935)  -0.003
H (-0.393, 2.007, 3.774)  -0.001
H (-2.007, 2.664, 3.395)  -0.004
H (-0.619, 3.759, 3.592)  0.003
H (-1.365, 3.881, -0.464)  -0.034
H (-1.114, 4.942, 0.929)  0.005
H (-2.544, 3.916, 0.843)  0.000
H (-1.327, -2.960, 3.403)  0.009
H (-0.179, -3.024, 2.026)  -0.014
H (-1.931, -2.809, 1.726)  -0.005
H (0.506, -0.980, 4.524)  -0.008
H (1.101, 0.344, 3.498)  0.003
H (1.398, -1.349, 3.022)  -0.006
H (-1.966, -1.008, 4.713)  0.006
H (-3.172, -0.681, 3.443)  -0.002
H (-2.180, 0.648, 4.118)  -0.001
H (-4.938, 1.694, -0.753)  0.006
H (-3.639, 1.027, -1.779)  -0.007
H (-3.399, 2.571, -0.970)  -0.024
H (-5.132, 1.635, 1.758)  0.001
H (-3.734, 2.691, 2.000)  -0.003
H (-3.892, 1.203, 2.929)  0.003
H (-5.261, -0.564, 0.706)  0.001
H (-3.940, -1.472, 1.480)  0.004
H (-4.045, -1.409, -0.288)  0.001
C (-2.185, -1.045, -2.669)  0.213
C (-1.755, -0.047, -3.572)  -0.030
C (-2.694, 0.374, -4.527)  0.190
C (-3.942, -0.234, -4.690)  0.245
C (-4.300, -1.301, -3.833)  0.040
C (-3.434, -1.674, -2.778)  0.145
Se (-1.210, -1.862, -1.084)  0.183
H (-0.464, -0.502, -1.252)  0.238
H (-0.746, 0.397, -3.535)  0.029
H (-2.457, 1.225, -5.163)  0.026
H (-4.606, 0.145, -5.498)  -0.010
H (-5.239, -1.838, -4.029)  0.008
H (-3.690, -2.464, -2.053)  0.009
C (4.082, -2.680, -3.761)  0.219
C (2.706, -2.410, -3.862)  0.241
C (2.029, -1.755, -2.811)  -0.032
C (2.765, -1.260, -1.738)  0.259
C (4.146, -1.417, -1.673)  0.142
C (4.802, -2.084, -2.718)  -0.010
Sb (1.590, -0.566, 0.074)  0.073
C (2.087, -2.572, 0.822)  0.074
C (1.534, -3.680, 0.175)  0.038
C (1.906, -4.980, 0.532)  0.000
C (2.867, -5.190, 1.536)  0.047
C (3.458, -4.071, 2.149)  0.008
C (3.100, -2.767, 1.763)  -0.001
C (3.257, 0.688, 0.707)  0.000
C (3.728, 0.672, 2.019)  -0.001
C (4.737, 1.559, 2.405)  0.007
C (5.259, 2.492, 1.505)  0.000
C (4.785, 2.503, 0.186)  0.006
C (3.789, 1.597, -0.222)  0.004
H (4.584, -3.260, -4.536)  -0.002
H (2.140, -2.732, -4.739)  0.004
H (0.931, -1.646, -2.841)  -0.009
H (4.719, -1.007, -0.833)  0.004
H (5.886, -2.177, -2.691)  0.004
H (0.823, -3.569, -0.651)  -0.012
H (1.416, -5.820, 0.027)  0.000
H (3.174, -6.215, 1.802)  0.000
H (4.197, -4.209, 2.945)  0.001
H (3.654, -1.924, 2.176)  0.001
H (3.333, -0.041, 2.747)  -0.001
H (5.103, 1.488, 3.428)  0.000
H (6.033, 3.189, 1.833)  0.000
H (5.192, 3.200, -0.547)  0.000
H (3.444, 1.612, -1.265)  -0.004



E_tot? In order: -21813.5300 -97211.5669 -139311.5195 eV.